w:
{
  "formula": "C5H14N2",
  "method": "wB97M-V/def2-TZVPD",
  "homo_ev": -8.64,
  "lumo_ha": 0.040,
  "smiles": "C[C@H](N)CN(C)C",
  "symbols": ["N", "N", "C", "C", "C", "C", "C", "H", "H", "H", "H", "H", "H", "H", "H", "H", "H", "H", "H", "H", "H"],
  "coordinates": [[-0.04, 0.78, -2.45], [0.60, -1.05, 0.53], [-0.40, -0.38, -0.26], [0.03, -2.29, 1.06], [0.09, 0.87, -1.02], [-0.60, 2.15, -0.55], [1.05, -0.20, 1.63], [-0.85, -2.08, 1.67], [-0.73, -1.10, -1.01], [-1.67, 1.99, -0.43], [-1.25, -0.06, 0.36], [-0.31, -2.90, 0.22], [0.23, -0.16, -2.74], [1.48, 0.70, 1.20], [1.17, 0.98, -0.88], [0.23, 0.04, 2.31], [-0.25, 2.42, 0.45], [-1.02, 0.87, -2.72], [0.76, -2.78, 1.71], [1.82, -0.74, 2.18], [-0.34, 2.95, -1.25]],
  "mulliken_charge": [-0.840, -0.150, -0.799, -0.973, 0.513, -1.482, -0.987, 0.380, 0.416, 0.384, 0.337, 0.310, 0.247, 0.282, 0.318, 0.354, 0.335, 0.258, 0.323, 0.347, 0.426]
}


x:
{
  "formula": "C5H14N2",
  "method": "wB97M-V/def2-TZVPD",
  "homo_ev": -8.61,
  "lumo_ha": 0.043,
  "smiles": "CNC[C@H](C)NC",
  "symbols": ["N", "N", "C", "C", "C", "C", "C", "H", "H", "H", "H", "H", "H", "H", "H", "H", "H", "H", "H", "H", "H"],
  "coordinates": [[-1.41, -0.96, -0.66], [1.87, 0.23, 0.25], [-1.37, 1.28, 0.50], [0.60, -0.34, 0.71], [-0.52, 0.18, -0.20], [-2.01, -0.63, -1.95], [2.91, 0.22, 1.30], [-0.09, 0.74, -1.03], [0.59, -1.44, 0.67], [2.16, -0.34, -0.54], [2.39, 0.28, 2.27], [-2.14, 1.69, -0.16], [0.32, -0.07, 1.74], [3.69, -0.53, 1.44], [-1.92, 1.01, 1.40], [-3.09, -0.47, -2.05], [3.47, 1.15, 1.17], [-1.55, 0.25, -2.42], [-0.61, 2.02, 0.76], [-2.09, -1.11, 0.08], [-1.83, -1.45, -2.67]],
  "mulliken_charge": [-0.392, -0.365, -1.539, -0.894, 0.419, -0.799, -0.795, 0.202, 0.271, 0.246, 0.275, 0.359, 0.492, 0.285, 0.395, 0.305, 0.280, 0.282, 0.402, 0.282, 0.288]
}


Relative energies, kJ/mol: w 0.0; x 75.9.


w:
{
  "formula": "C20H33NO3",
  "method": "wB97M-V/def2-TZVPD",
  "homo_ev": -8.09,
  "lumo_ha": 0.030,
  "smiles": "CCN(CC)CCOCCOC(=O)C(CC)(CC)c1ccccc1",
  "symbols": ["O", "O", "O", "N", "C", "C", "C", "C", "C", "C", "C", "C", "C", "C", "C", "C", "C", "C", "C", "C", "C", "C", "C", "C", "H", "H", "H", "H", "H", "H", "H", "H", "H", "H", "H", "H", "H", "H", "H", "H", "H", "H", "H", "H", "H", "H", "H", "H", "H", "H", "H", "H", "H", "H", "H", "H", "H"],
  "coordinates": [[-2.11, -2.55, 1.04], [0.61, -1.51, -0.43], [2.57, -2.58, -0.17], [-3.26, 0.73, -0.15], [2.76, 0.12, -1.90], [2.58, -0.17, -0.40], [1.74, 0.84, 0.35], [-2.44, -0.46, -0.25], [-2.12, 2.30, -1.76], [1.25, 0.49, 1.60], [4.75, 1.04, 0.29], [1.94, -1.56, -0.30], [3.97, -0.26, 0.29], [1.47, 0.11, -2.72], [-0.09, -2.75, -0.38], [0.30, 2.67, 1.90], [-0.78, -2.97, 0.97], [-2.34, -1.16, 1.12], [0.53, 1.39, 2.37], [0.80, 3.04, 0.66], [1.51, 2.13, -0.11], [-2.55, 1.98, -0.32], [-5.50, -0.29, -0.16], [-4.53, 0.66, -0.86], [3.25, 1.09, -2.01], [3.45, -0.63, -2.31], [-2.89, -1.17, -0.95], [-5.66, 0.04, 0.87], [1.90, 2.45, -1.06], [-0.17, -2.48, 1.75], [-1.53, 1.48, -2.18], [3.81, -0.58, 1.32], [-5.12, -1.30, -0.14], [0.64, 4.04, 0.29], [-1.50, 3.20, -1.77], [-6.46, -0.28, -0.67], [1.67, 0.49, -3.72], [4.16, 1.85, 0.73], [-0.81, -4.04, 1.18], [0.15, 1.10, 3.34], [-0.26, 3.38, 2.49], [0.63, -3.56, -0.57], [-2.98, 2.46, -2.40], [1.44, -0.50, 1.99], [-0.84, -2.73, -1.18], [-1.57, -0.67, 1.74], [-3.30, -1.05, 1.63], [0.72, 0.73, -2.25], [-4.96, 1.66, -0.87], [-1.66, 1.93, 0.32], [-1.44, -0.22, -0.61], [4.54, -1.04, -0.21], [-3.19, 2.78, 0.05], [-4.40, 0.33, -1.90], [5.66, 0.92, 0.87], [1.08, -0.90, -2.81], [5.04, 1.33, -0.72]],
  "mulliken_charge": [-0.440, 0.012, -0.640, 0.470, -1.462, 2.746, -0.254, -0.029, -1.063, 0.032, -1.235, -0.583, -1.087, -0.891, -0.886, -0.622, -0.524, -0.408, -0.917, -0.945, 0.061, -0.262, -1.394, -0.467, 0.504, 0.371, 0.332, 0.328, 0.423, 0.299, 0.168, 0.364, 0.268, 0.451, 0.427, 0.445, 0.503, 0.273, 0.321, 0.388, 0.391, 0.713, 0.372, 0.528, 0.322, 0.084, 0.429, 0.017, 0.481, -0.131, -0.538, 0.465, 0.489, 0.314, 0.444, 0.253, 0.291]
}


x:
{
  "formula": "C20H33NO3",
  "method": "wB97M-V/def2-TZVPD",
  "homo_ev": -7.79,
  "lumo_ha": 0.030,
  "smiles": "CCN(CC)CCOCCOC(=O)C(CC)(CC)c1ccccc1",
  "symbols": ["O", "O", "O", "N", "C", "C", "C", "C", "C", "C", "C", "C", "C", "C", "C", "C", "C", "C", "C", "C", "C", "C", "C", "C", "H", "H", "H", "H", "H", "H", "H", "H", "H", "H", "H", "H", "H", "H", "H", "H", "H", "H", "H", "H", "H", "H", "H", "H", "H", "H", "H", "H", "H", "H", "H", "H", "H"],
  "coordinates": [[1.12, 1.77, 1.26], [-2.59, 0.64, -0.51], [1.00, -0.06, -0.03], [-5.44, -0.03, 0.47], [-3.15, 1.10, 0.70], [-5.19, -1.08, 1.42], [3.14, 0.97, 0.19], [4.97, -2.16, -1.04], [-4.97, -0.75, -1.92], [3.32, -1.38, 1.03], [-0.39, -0.16, 0.24], [-1.20, 0.81, -0.63], [3.26, 1.83, -1.09], [-4.15, -2.13, 1.03], [3.89, 1.65, 1.35], [3.79, -2.67, 0.98], [2.39, 1.36, -2.25], [1.66, 0.95, 0.55], [4.62, -3.07, -0.06], [5.39, 1.77, 1.14], [3.65, -0.45, 0.04], [4.49, -0.86, -0.99], [-5.97, -0.38, -0.83], [-4.68, 1.19, 0.59], [-6.56, 0.48, -1.18], [5.86, 2.15, 2.04], [-6.15, -1.59, 1.61], [5.83, 0.79, 0.91], [-4.47, -1.70, -1.71], [-0.97, 0.62, -1.68], [-4.21, 0.01, -2.01], [3.71, 1.07, 2.26], [2.97, 2.85, -0.82], [-2.87, 0.45, 1.53], [-2.77, 2.11, 0.91], [5.63, 2.45, 0.32], [3.46, 2.64, 1.51], [4.30, 1.86, -1.39], [-5.49, -0.85, -2.87], [3.52, -3.38, 1.75], [-4.93, 1.82, -0.27], [-6.66, -1.21, -0.67], [-0.92, 1.84, -0.37], [1.34, 1.57, -2.07], [5.62, -2.46, -1.85], [-5.01, 1.71, 1.50], [-3.86, -2.71, 1.91], [2.69, 1.88, -3.16], [2.68, -1.08, 1.85], [4.79, -0.17, -1.76], [-3.27, -1.66, 0.61], [-4.89, -0.60, 2.36], [4.99, -4.09, -0.10], [-0.66, -1.19, 0.02], [-0.56, 0.05, 1.30], [-4.56, -2.82, 0.29], [2.50, 0.29, -2.41]],
  "mulliken_charge": [-0.638, -0.080, -0.177, 0.366, -0.307, -0.779, 2.650, -1.068, -0.713, -0.078, -0.499, -0.516, -1.401, -0.825, -1.031, -1.087, -1.198, -0.405, -0.420, -1.257, 0.088, 0.046, -0.734, -1.333, 0.389, 0.436, 0.347, 0.298, 0.192, 0.163, 0.076, 0.373, 0.465, 0.308, 0.444, 0.301, 0.458, 0.501, 0.439, 0.397, 0.376, 0.320, 0.390, 0.198, 0.417, 0.330, 0.368, 0.470, 0.390, 0.356, 0.089, 0.366, 0.409, 0.297, 0.411, 0.304, 0.319]
}


Relative energies, kJ/mol: w 0.0; x 19.9.


w:
{
  "formula": "C8H12As2F13Mn2O6",
  "method": "wB97M-V/def2-TZVPD",
  "homo_ev": [-14.33, -14.32],
  "spin_multiplicity": 11,
  "lumo_ha": [-0.236, -0.239],
  "charge": 1,
  "symbols": ["As", "As", "Mn", "Mn", "F", "F", "F", "F", "F", "F", "F", "F", "F", "F", "F", "F", "F", "O", "O", "O", "O", "O", "O", "C", "C", "C", "C", "C", "C", "C", "C", "H", "H", "H", "H", "H", "H", "H", "H", "H", "H", "H", "H"],
  "coordinates": [[1.79, 0.73, -3.57], [4.15, 2.66, 0.34], [2.22, -0.73, 1.81], [0.46, 2.17, -0.31], [2.50, 0.20, -5.20], [0.99, 1.12, -2.01], [3.14, -0.01, -2.54], [4.86, 3.91, -0.81], [0.31, 1.63, -4.42], [3.66, 4.04, 1.27], [5.79, 2.43, 1.08], [0.94, -0.86, -3.56], [2.52, 2.62, -0.47], [2.54, 2.33, -3.57], [3.49, 1.42, 1.51], [0.91, 0.40, 0.73], [4.49, 1.28, -0.80], [0.99, -2.55, 0.90], [-3.18, 3.49, 1.48], [-0.21, -4.51, 0.31], [-2.41, 2.02, 2.81], [0.67, -3.26, -1.23], [-1.13, 2.55, 1.10], [-0.54, -5.15, -0.85], [-2.14, 2.76, 1.79], [-4.19, 3.29, 2.43], [-3.97, 1.94, 4.77], [-0.12, -4.21, -1.94], [0.48, -3.36, 0.08], [-3.76, 2.09, 3.20], [0.63, -4.87, -3.13], [-3.74, 0.94, 5.15], [-1.63, -5.21, -0.91], [0.88, -4.07, -3.82], [-5.16, 3.08, 1.99], [1.64, -5.12, -2.81], [0.23, -5.66, -3.76], [-4.24, 4.16, 3.09], [-0.10, -6.13, -1.04], [-5.03, 2.05, 4.96], [-0.93, -3.54, -2.25], [-4.39, 1.30, 2.81], [-3.40, 2.64, 5.39]],
  "mulliken_charge": [1.914, 1.892, 1.440, 1.289, -0.489, -0.346, -0.478, -0.468, -0.520, -0.417, -0.468, -0.454, -0.287, -0.437, -0.488, -0.329, -0.440, -0.507, -0.275, -0.287, -0.267, -0.273, -0.693, -0.336, 0.580, -0.381, -1.343, 0.297, 0.543, 0.463, -1.390, 0.360, 0.303, 0.358, 0.314, 0.382, 0.366, 0.307, 0.331, 0.387, 0.309, 0.180, 0.355]
}


x:
{
  "formula": "C8H12As2F13Mn2O6",
  "method": "wB97M-V/def2-TZVPD",
  "homo_ev": [-13.16, -13.16],
  "spin_multiplicity": 11,
  "lumo_ha": [-0.375, -0.364],
  "charge": 1,
  "symbols": ["As", "As", "Mn", "Mn", "F", "F", "F", "F", "F", "F", "F", "F", "F", "F", "F", "F", "F", "O", "O", "O", "O", "O", "O", "C", "C", "C", "C", "C", "C", "C", "C", "H", "H", "H", "H", "H", "H", "H", "H", "H", "H", "H", "H"],
  "coordinates": [[-5.79, -3.10, 1.39], [-3.59, -0.03, -4.18], [-2.21, 0.88, 3.24], [-1.07, -2.79, -0.62], [-5.27, -4.65, 1.99], [-7.17, -2.84, 2.54], [-6.90, -4.10, 0.31], [-4.56, 0.66, -2.77], [-2.57, 1.45, -4.19], [-6.21, -1.55, 0.55], [-1.04, -0.58, 1.19], [-4.60, 0.80, -5.50], [-2.48, -0.92, -5.48], [-4.72, -2.12, 2.51], [-4.52, -1.54, -4.19], [-2.51, -0.73, -2.93], [-4.40, -3.10, 0.22], [4.14, -3.81, 2.51], [4.38, -5.12, 0.86], [0.85, 6.05, 0.47], [-0.41, 4.14, 1.09], [-0.51, 5.12, -0.95], [2.44, -3.95, 1.12], [0.20, 6.09, -1.71], [3.55, -4.36, 1.51], [0.98, 6.82, -0.65], [6.11, -4.16, 4.01], [5.61, -5.16, 1.55], [5.52, -4.05, 2.55], [-0.72, 6.99, -2.58], [-0.01, 5.01, 0.27], [-1.59, 7.29, -2.00], [6.47, -4.97, 0.91], [5.62, -4.89, 4.66], [7.17, -4.40, 3.91], [6.10, -3.22, 4.56], [0.82, 5.41, -2.29], [5.70, -6.11, 2.06], [0.63, 7.85, -0.60], [6.14, -3.27, 2.10], [-0.38, 7.83, -3.19], [2.02, 6.79, -0.97], [-1.22, 6.32, -3.28]],
  "mulliken_charge": [1.948, 1.952, 1.763, 1.815, -0.427, -0.479, -0.478, -0.490, -0.469, -0.468, -0.647, -0.490, -0.528, -0.548, -0.434, -0.505, -0.516, -0.322, -0.297, -0.302, -0.667, -0.299, -0.664, 0.316, 0.684, -0.332, -1.330, -0.376, 0.471, -1.390, 0.677, 0.372, 0.300, 0.347, 0.380, 0.350, 0.289, 0.290, 0.323, 0.166, 0.361, 0.276, 0.378]
}


Relative energies, kJ/mol: w 0.0; x 1219.8.